a.
Here is 2 unconnected molecules or ions with the total composition CH3N3O from the OMol25 dataset. Energies are from ωB97M-V with the def2-TZVPD basis set.

Geometry (Å):
H -1.1902 -0.9706 0.9025
N -0.9752 0.1159 0.7579
N -0.3769 0.3164 -0.2761
H -0.2086 -0.5961 -0.6981
N 2.2592 1.0156 0.0786
C 3.0585 0.1525 0.0603
O 3.8938 -0.6373 0.1493
H 1.4285 1.3418 -0.4105

Values from the calculation:
- orbital gap (hartree) = 0.3911
- 2S+1 = 1

---

b.
Here is 2 unconnected molecules or ions with the total composition CH3N3O from the OMol25 dataset. Energies are from ωB97M-V with the def2-TZVPD basis set.

Geometry (Å):
C 1.9191 0.1995 -0.1248
N -1.8399 1.0653 -0.2294
N -0.8119 1.5643 -0.0823
N 0.6756 -0.1236 -0.3607
O 2.4768 1.2679 -0.1713
H 2.5359 -0.7197 0.0950
H -2.7779 1.4640 -0.1953
H 0.3049 -1.0191 -0.0925

Values from the calculation:
- orbital gap (spin up / spin down) (hartree) = 0.2666 / 0.3184
- 2S+1 = 1

---

c.
Here is a single CH3N3O molecule from the OMol25 dataset. Energies are from ωB97M-V with the def2-TZVPD basis set.

Geometry (Å):
C 1.0543 -0.8612 -0.1198
N -0.0416 -1.1847 0.3255
N -1.1886 -0.7829 -0.0311
N -0.5183 1.4250 0.2848
O -1.3921 0.4671 -0.1405
H 1.9679 -1.0755 0.4449
H 1.1714 -0.3043 -1.0822
H -1.0530 2.3163 0.3184

Values from the calculation:
- orbital gap (spin up / spin down) (hartree) = 0.2928 / 0.3343
- 2S+1 = 1

---

Tell me which of them is the least stable. Sure, it is c.